1.
DFT (ωB97M-V/def2-TZVPD) results for a molecular structure, C41H36N6O7P2Ti at a distorted geometry.

Element x y z (Å)
Ti 0.23 0.67 0.29
O 2.02 -2.97 0.90
C 1.57 -1.90 1.27
O 0.53 -1.32 0.76
C 2.19 -1.15 2.45
C 1.08 -0.43 3.23
C 1.59 0.05 4.59
C 2.50 1.24 4.18
C 2.35 1.23 2.66
O 0.98 0.82 2.49
C 3.12 0.04 2.06
C 3.33 0.26 0.55
O 4.44 0.13 0.07
O 2.28 0.65 -0.08
H 2.72 -1.87 3.07
H 0.11 -0.91 3.22
H 2.13 -0.74 5.12
H 0.76 0.38 5.21
H 3.53 1.12 4.49
H 2.12 2.18 4.59
H 2.50 2.17 2.15
H 4.10 -0.08 2.52
O 0.42 2.70 0.63
N 0.54 3.50 -0.35
N 0.32 2.92 -1.46
O 0.01 1.65 -1.50
C 0.46 3.63 -2.68
C 0.24 5.00 -2.72
C 0.39 5.65 -3.93
C 0.75 4.95 -5.07
C 0.97 3.58 -5.01
C 0.83 2.91 -3.81
H -0.05 5.52 -1.82
H 0.22 6.72 -3.98
H 0.86 5.48 -6.01
H 1.25 3.04 -5.90
H 1.01 1.84 -3.73
C -1.27 -3.62 -0.17
N -1.96 -2.38 -0.57
P -1.10 -1.23 -1.50
C -2.12 -0.94 -2.99
C -3.18 -1.77 -3.38
C -3.90 -1.49 -4.53
C -3.57 -0.39 -5.31
C -2.52 0.44 -4.93
C -1.81 0.16 -3.77
C 0.21 -2.21 -2.31
C 1.53 -1.81 -2.16
C 2.55 -2.49 -2.82
C 2.25 -3.58 -3.63
C 0.93 -3.98 -3.79
C -0.09 -3.29 -3.14
P -3.07 -1.83 0.68
C -4.61 -2.69 0.14
C -4.60 -3.78 -0.73
C -5.77 -4.45 -1.04
C -6.98 -4.04 -0.49
C -7.00 -2.97 0.39
C -5.82 -2.31 0.71
C -3.49 -0.11 0.16
C -2.87 0.97 0.92
C -4.07 3.08 0.14
C -4.19 2.63 -1.24
C -4.35 1.37 -1.69
C -4.21 0.13 -0.96
H -1.36 -4.38 -0.95
H -1.74 -4.01 0.73
H -0.21 -3.45 0.04
H -3.45 -2.61 -2.76
H -4.72 -2.13 -4.82
H -4.13 -0.16 -6.21
H -2.26 1.30 -5.52
H -1.01 0.82 -3.45
H 1.79 -0.97 -1.53
H 3.57 -2.17 -2.68
H 3.04 -4.12 -4.13
H 0.69 -4.82 -4.42
H -1.12 -3.59 -3.29
H -3.67 -4.09 -1.18
H -5.75 -5.29 -1.73
H -7.89 -4.56 -0.74
H -7.93 -2.63 0.82
H -5.87 -1.45 1.38
H -1.45 1.54 2.01
H -4.00 4.16 0.26
H -4.21 3.42 -1.99
H -4.57 1.23 -2.74
H -4.62 -0.73 -1.48
N -1.66 0.75 1.40
C -3.47 2.25 1.25
N -4.95 2.46 1.14
C -5.91 1.61 0.80
N -6.82 0.91 0.64

As for the electronic energy: -108068.0690 eV. The calculation puts the energy above the lowest of the compared OMol25 structures with the same formula, charge and spin at 1.447 eV. The expectation value of S² is 0.753. The spin multiplicity is 2. As for the total charge: -1. The calculation puts the HOMO energy (alpha / beta) at -4.40 / -4.41 eV.



2.
DFT (ωB97M-V/def2-TZVPD) results for a molecular structure, C41H37Br5F3LaN4O6PS4 at a distorted geometry.

Element x y z (Å)
La -0.16 0.09 0.24
Br 4.29 -5.27 -1.65
C 3.29 -3.66 -1.70
C 3.46 -2.74 -2.72
Br 4.69 -3.04 -4.13
C 2.71 -1.55 -2.69
Br 2.97 -0.17 -3.96
C 1.79 -1.28 -1.68
O 1.13 -0.11 -1.57
C 1.56 -2.26 -0.67
O 0.65 -1.99 0.27
C 2.34 -3.40 -0.68
Br 2.06 -4.58 0.77
Br 0.31 -1.59 -7.92
C -0.10 -0.72 -6.28
C -0.31 -1.48 -5.14
C -0.62 -0.83 -3.95
C -0.75 0.54 -3.90
C -0.48 1.29 -5.03
C -0.16 0.67 -6.23
N -1.14 1.12 -2.61
C -1.53 2.31 -2.60
C -1.96 3.01 -1.36
C -2.54 4.25 -1.52
C -3.01 4.92 -0.40
C -2.85 4.32 0.83
C -2.23 3.08 0.89
N -1.79 2.42 -0.18
H -0.21 -2.56 -5.16
H -0.74 -1.41 -3.04
H -0.46 2.38 -4.99
H 0.06 1.25 -7.11
H -1.61 2.90 -3.52
H -2.63 4.68 -2.51
H -3.47 5.90 -0.48
H -3.18 4.80 1.74
H -2.04 2.61 1.85
C -5.19 1.04 -2.58
C -4.58 -0.28 -2.92
C -4.79 -0.99 -4.06
C -4.13 -2.24 -4.18
N -3.30 -2.72 -3.27
C -3.03 -1.97 -2.16
S -1.86 -2.35 -1.03
N -3.73 -0.80 -2.01
C -4.39 -3.10 -5.38
H -5.87 1.36 -3.37
H -4.41 1.80 -2.45
H -5.74 0.98 -1.63
H -5.44 -0.61 -4.83
H -3.60 -0.34 -1.11
H -4.53 -2.49 -6.28
H -5.29 -3.69 -5.23
H -3.55 -3.78 -5.53
C 3.97 0.28 0.23
C 3.60 0.17 1.68
O 2.29 -0.38 1.86
C 2.26 -1.12 3.08
C 0.86 -1.55 3.43
H 4.90 0.86 0.15
H 3.21 0.80 -0.35
H 4.14 -0.70 -0.22
H 3.64 1.14 2.19
H 4.31 -0.49 2.18
H 2.65 -0.49 3.88
H 2.92 -1.98 2.96
H 0.20 -0.69 3.53
H 0.88 -2.06 4.40
H 0.46 -2.24 2.68
F -4.90 -0.18 3.65
C -4.08 0.63 2.99
F -4.81 1.58 2.41
F -3.28 1.23 3.88
S -3.10 -0.33 1.74
O -3.52 0.26 0.48
O -3.42 -1.70 1.99
O -1.70 0.07 2.05
S 1.42 2.28 4.13
P 1.44 3.45 2.55
S 1.22 2.67 0.72
C 0.16 4.76 2.77
C -0.87 4.59 3.68
C -1.82 5.60 3.88
C -1.75 6.78 3.15
C -0.72 6.96 2.22
C 0.22 5.95 2.04
C 2.97 4.46 2.53
C 3.25 5.28 3.63
C 4.42 6.02 3.68
C 5.33 5.96 2.64
C 5.07 5.14 1.55
C 3.89 4.40 1.49
H -0.91 3.68 4.26
H -2.62 5.45 4.60
H -2.48 7.57 3.32
H -0.66 7.88 1.66
H 1.01 6.09 1.31
H 2.55 5.31 4.46
H 4.62 6.66 4.54
H 6.25 6.53 2.68
H 5.79 5.08 0.73
H 3.68 3.76 0.63

As for the electronic energy: -473227.4492 eV. The calculation puts the energy above the lowest of the compared OMol25 structures with the same formula, charge and spin at 0.709 eV. The spin multiplicity is 1. As for the total charge: -1. The calculation puts the HOMO energy at -4.92 eV.



Which value of total charge does entry 2 give?
-1